P:
A cluster of 8 separate species, C32H85N5O14 in total. Source: the Open Molecules 2025 dataset; level of theory: ωB97M-V/def2-TZVPD.

Atoms and positions in Å:
C 2.86601 -3.93217 2.82902
O 1.61605 -4.56190 2.97484
C 0.81514 -4.61463 1.80840
C 0.18686 -3.28697 1.40108
N -0.92447 -2.87665 2.23879
C -0.54951 -2.65362 3.64672
C -1.56269 -1.75243 4.30763
O -1.60017 -0.53133 3.60089
C -2.59622 0.36749 4.02187
H 2.74813 -2.84410 2.76594
H 3.43196 -4.31954 1.97666
H 3.43012 -4.12123 3.74197
H 0.04034 -5.35152 2.02610
H 1.41823 -4.99117 0.96985
H -0.15727 -3.36020 0.36613
H 0.99184 -2.53407 1.39616
H -1.27157 -1.97309 1.92502
H 0.46208 -2.23227 3.73717
H -0.51716 -3.60900 4.17557
H -1.21878 -1.54274 5.33559
H -2.53590 -2.22600 4.48504
H -2.80971 1.06525 3.21430
H -2.28036 0.91358 4.91727
H -3.52950 -0.14644 4.27119
C 1.84790 0.13648 -3.47277
O 0.83123 -0.82334 -3.69484
C 1.25046 -2.15507 -3.39455
C -0.00941 -2.94129 -3.08401
N -0.65232 -2.43812 -1.88186
C -1.94333 -3.11556 -1.61395
C -3.12869 -2.32328 -2.11392
O -3.17164 -1.09745 -1.42580
C -4.21634 -0.22971 -1.83656
H 2.71814 -0.03571 -4.11444
H 2.21299 0.10236 -2.43828
H 1.39012 1.10839 -3.64124
H 1.93902 -2.19215 -2.54519
H 1.73959 -2.52648 -4.30181
H 0.26347 -3.99483 -2.97199
H -0.66445 -2.88300 -3.96809
H -0.89455 -1.47088 -2.07631
H -2.01903 -3.25900 -0.53228
H -1.98747 -4.12577 -2.02579
H -4.04802 -2.89692 -1.89748
H -3.19847 -2.22111 -3.20547
H -4.42033 0.45980 -1.02114
H -5.13890 -0.76393 -2.07954
H -3.89458 0.30505 -2.73717
C 2.95500 -2.50451 -0.79495
O 3.61782 -1.31812 -1.20379
C 4.98105 -1.55401 -1.47927
C 5.60349 -0.53394 -2.41175
N 5.88875 0.70798 -1.66568
C 6.52526 1.72302 -2.47743
C 5.63276 2.38551 -3.53253
O 5.33488 1.63796 -4.71314
C 6.46954 1.13497 -5.36950
H 3.39407 -3.04639 0.04510
H 2.98153 -3.18597 -1.65633
H 1.92266 -2.22838 -0.60033
H 5.16511 -2.55482 -1.90066
H 5.56987 -1.57673 -0.55128
H 4.92684 -0.34830 -3.25381
H 6.57704 -0.91086 -2.73104
H 5.01126 0.99708 -1.24722
H 7.41660 1.27947 -2.92973
H 6.87973 2.53788 -1.83980
H 6.07481 3.32176 -3.90286
H 4.68204 2.61734 -3.05204
H 6.81437 0.21405 -4.89309
H 7.25868 1.89333 -5.44682
H 6.21651 0.89206 -6.40334
C -1.69497 4.51821 0.12664
O -1.17743 4.60986 -1.18220
C -2.08970 5.25288 -2.07935
C -1.27034 5.88419 -3.17844
N -0.26129 6.77026 -2.61470
C 0.59915 7.35272 -3.61645
C 1.62508 8.28610 -3.03524
O 2.59978 7.53542 -2.33428
C 3.82439 8.21293 -2.20694
H -1.01084 3.89483 0.69571
H -2.70011 4.07203 0.12859
H -1.83531 5.49733 0.60005
H -2.68749 5.98613 -1.53484
H -2.71456 4.46222 -2.50829
H -1.88946 6.47451 -3.85766
H -0.77683 5.09054 -3.76204
H 0.22901 6.30123 -1.86566
H -0.04292 7.94290 -4.28196
H 1.09732 6.60849 -4.25876
H 1.14076 9.00924 -2.36406
H 2.09019 8.89629 -3.81944
H 4.47636 8.06070 -3.07379
H 4.37994 7.85668 -1.33789
H 3.66075 9.28343 -2.04201
C -5.47851 -0.05801 1.87843
O -5.33139 -1.32458 1.28575
C -4.20546 -2.07505 1.71376
C -4.57181 -3.34512 2.43298
N -5.53730 -3.04333 3.48878
C -5.98402 -4.22416 4.23202
C -4.90814 -4.88082 5.07235
O -4.79314 -4.20203 6.29327
C -3.74762 -4.73793 7.07872
H -4.65074 0.63603 1.69385
H -5.58552 -0.13002 2.96926
H -6.41440 0.36856 1.51803
H -3.55239 -1.48504 2.36173
H -3.58316 -2.25256 0.82989
H -3.66922 -3.76299 2.87560
H -5.00935 -4.09400 1.74975
H -6.36588 -2.68541 3.02637
H -6.44047 -4.94300 3.53264
H -6.76047 -3.91421 4.93499
H -3.95247 -4.88468 4.52541
H -5.13585 -5.95105 5.18323
H -2.77441 -4.47578 6.64478
H -3.77687 -5.83546 7.06807
H -3.83856 -4.38839 8.10175
O 0.44667 0.86600 2.35373
C 0.51445 0.54813 0.98487
C -0.81854 0.67983 0.27672
O -1.73785 -0.26655 0.76198
H -0.23113 0.34864 2.81629
H 1.20556 1.24514 0.52754
H 0.87666 -0.47131 0.80263
H -0.64701 0.44216 -0.78568
H -1.15343 1.72225 0.30608
H -2.41649 -0.46343 0.10856
O 2.16997 2.48691 3.88289
H 1.57317 2.04859 3.25342
H 2.70315 3.08326 3.35101
O 3.31494 1.61971 -0.55386
H 2.53617 2.14825 -0.74615
H 3.00083 0.70825 -0.47586

The SMILES is COCCNCCOC.COCCNCCOC.COCCNCCOC.COCCNCCOC.COCCNCCOC.OCCO.O.O. As for the LUMO energy: 0.5238 eV. Its HOMO energy is -8.27 eV. Its spin multiplicity is 1. The gap between HOMO and LUMO is 8.80 eV.

***

Q:
A cluster of 8 separate species, C32H85N5O14 in total. Source: the Open Molecules 2025 dataset; level of theory: ωB97M-V/def2-TZVPD.

Atoms and positions in Å:
C 0.65499 20.85728 22.44722
O 0.71305 19.95466 23.52372
C 1.94922 19.85209 24.20342
C 3.04897 19.12526 23.42313
N 2.89577 17.68964 23.34404
C 1.66725 17.29734 22.64502
C 1.81749 15.88543 22.12063
O 2.90604 15.86220 21.22511
C 3.23981 14.59640 20.70099
H 1.16774 20.41917 21.58297
H 1.03223 21.85327 22.69196
H -0.38931 20.93868 22.14485
H 1.72101 19.33217 25.13486
H 2.30520 20.85948 24.45602
H 4.01827 19.35060 23.87335
H 3.07313 19.58153 22.42256
H 3.62612 17.27352 22.76822
H 1.42268 18.00192 21.83781
H 0.82121 17.35024 23.33564
H 0.91437 15.64786 21.53424
H 1.76698 15.10299 22.88556
H 4.27734 14.60270 20.37234
H 2.58399 14.34444 19.86241
H 3.14180 13.78781 21.43190
C 9.39683 21.58527 21.23954
O 9.29833 21.04411 22.54685
C 8.43630 21.80366 23.39956
C 7.95947 20.81076 24.47032
N 7.12133 19.75713 23.93148
C 6.81442 18.76012 24.98871
C 7.77354 17.59194 24.87542
O 7.56439 16.92080 23.65117
C 8.44195 15.83807 23.42650
H 9.81535 22.59620 21.24123
H 8.41583 21.67318 20.76241
H 9.98136 20.86374 20.67229
H 7.58349 22.24992 22.88981
H 9.09307 22.57778 23.80936
H 7.43226 21.38591 25.23743
H 8.85891 20.40538 24.95690
H 7.69572 19.24711 23.26724
H 5.77435 18.44763 24.85973
H 6.83473 19.15903 26.00464
H 7.55359 16.88801 25.69583
H 8.82082 17.81059 25.11569
H 7.96904 15.16061 22.71757
H 8.70029 15.27355 24.32792
H 9.37436 16.26089 23.03085
C 4.23265 22.20856 22.05801
O 4.83570 22.61404 20.83649
C 4.50817 23.94943 20.50410
C 5.47365 24.66237 19.56702
N 5.21703 24.18895 18.18643
C 6.05584 24.87061 17.22833
C 7.54408 24.48487 17.28132
O 8.35770 25.02344 18.33485
C 8.28307 26.42172 18.48516
H 3.15470 22.32700 22.17384
H 4.69279 22.85200 22.82002
H 4.54994 21.18063 22.21873
H 4.37368 24.60747 21.37548
H 3.50929 24.00162 20.05543
H 6.50536 24.46169 19.87403
H 5.22308 25.72428 19.53478
H 5.29289 23.17234 18.21921
H 5.91184 25.94655 17.36399
H 5.72922 24.64583 16.20902
H 8.09148 24.80206 16.38598
H 7.58247 23.39801 17.34466
H 7.39846 26.67666 19.07008
H 8.35067 26.93254 17.51950
H 9.14381 26.81307 19.03039
C 7.83399 15.98693 17.64753
O 8.82886 16.98665 17.63240
C 10.14781 16.40116 17.64820
C 11.07108 17.38586 16.97530
N 10.57275 17.73250 15.64201
C 11.39318 18.72545 14.98171
C 10.94003 19.07108 13.58948
O 9.75463 19.84200 13.65999
C 9.56108 20.64038 12.51584
H 6.88295 16.49272 17.79586
H 8.01170 15.26075 18.45350
H 7.83384 15.36014 16.74764
H 10.12864 15.42964 17.15509
H 10.42500 16.32647 18.70261
H 12.08406 16.99859 16.85415
H 11.11836 18.30782 17.57041
H 9.58612 17.94346 15.68613
H 12.38989 18.27863 14.89267
H 11.53159 19.64572 15.56679
H 10.77797 18.15738 13.00210
H 11.71836 19.60411 13.03149
H 10.05646 21.61284 12.58148
H 8.51050 20.86979 12.33030
H 9.89172 20.09874 11.62477
C 5.82311 13.12654 22.66449
O 5.75242 13.78210 23.90184
C 4.67103 14.68071 24.05218
C 3.68392 14.31725 25.13595
N 3.27971 12.92167 25.00506
C 2.36212 12.45756 26.04442
C 0.99168 13.08896 26.01785
O 0.19554 12.41510 25.08136
C -1.07614 13.04122 24.98238
H 5.95946 13.76498 21.78504
H 4.90215 12.55728 22.47885
H 6.60736 12.37194 22.72065
H 4.11490 14.80179 23.11530
H 5.12246 15.67146 24.17401
H 2.80484 14.95385 25.04422
H 4.11053 14.43366 26.14669
H 4.11671 12.36540 25.14676
H 2.86645 12.58543 27.01569
H 2.18439 11.38811 25.90732
H 1.08590 14.15970 25.78450
H 0.59106 13.11231 27.04066
H -0.97040 14.01356 24.48922
H -1.45041 13.30229 25.97925
H -1.79669 12.39910 24.48823
O 3.82872 17.82774 19.45296
C 4.85193 18.62633 20.00581
C 5.97066 17.78613 20.61869
O 5.51483 17.08995 21.74426
H 3.45649 17.16810 20.07681
H 5.26630 19.22424 19.19405
H 4.50298 19.30579 20.79146
H 6.73960 18.47736 20.99744
H 6.45421 17.20304 19.82863
H 6.20702 16.83410 22.37617
O 2.55539 18.11667 16.96754
H 3.14118 18.02928 17.74581
H 3.05287 18.64836 16.33887
O 5.54713 21.29792 18.25248
H 6.18966 20.58445 18.16346
H 5.24002 21.25110 19.17604

The SMILES is COCCNCCOC.COCCNCCOC.COCCNCCOC.COCCNCCOC.COCCNCCOC.OCCO.O.O. As for the LUMO energy: 0.5175 eV. Its HOMO energy is -8.14 eV. Its spin multiplicity is 1. The gap between HOMO and LUMO is 8.66 eV.

***

Sorted by energy, starting with the most stable: P, Q.

***

P:
The molecule C5H13N2. Source: the Open Molecules 2025 dataset; level of theory: ωB97M-V/def2-TZVPD.

Atoms and positions in Å:
C 1.10287 0.50411 2.24172
C 0.29348 0.91184 0.96069
C -0.86502 -0.01340 0.61376
C -0.79575 -0.96343 -0.58390
C -0.19478 -0.74502 -1.74449
N -0.24588 -1.68889 -2.87678
N 0.14307 2.35499 0.97841
H 1.39640 -0.53982 2.15439
H 0.54966 0.67526 3.15751
H 2.04398 1.04434 2.12538
H 1.00798 0.61909 0.17015
H -1.82056 0.53598 0.65250
H -1.04297 -0.68849 1.46284
H -1.18785 -1.95311 -0.35771
H 0.25996 0.16309 -2.13926
H -0.04238 -1.20296 -3.76051
H -1.16813 -2.11282 -2.95268
H 0.46190 -2.58054 -2.73892
H 0.85336 2.94182 1.38241
H -0.74935 2.73796 1.25451

As for the LUMO energy (spin up / spin down): 0.9497 / 0.9008 eV. Its HOMO energy (spin up / spin down) is -3.78 / -8.94 eV. Its spin multiplicity is 2. The gap between HOMO and LUMO (spin up / spin down) is 4.73 / 9.84 eV. The expectation value of S² is 0.751.

***

Q:
The molecule C5H13N2. Source: the Open Molecules 2025 dataset; level of theory: ωB97M-V/def2-TZVPD.

Atoms and positions in Å:
C -2.89499 -0.86501 0.08892
C -1.48916 -0.40111 0.34048
C -0.66411 0.65237 -0.49611
C 0.84373 0.64537 -0.19035
C 1.81241 0.29195 -1.11472
N 3.12227 0.24613 -0.71720
N 1.09972 0.21732 1.13877
H -3.28249 0.16457 -0.23489
H -2.87679 -1.54877 -0.78944
H -3.31630 -1.26015 1.02256
H -0.77032 -1.31876 0.47638
H -1.56087 0.05637 1.37770
H -1.08468 0.54278 -1.49163
H -1.08226 1.61117 -0.12379
H 1.58351 0.10428 -2.15337
H 3.70007 -0.57409 -0.94957
H 3.63783 1.02125 -0.46468
H 2.17160 0.00388 1.22101
H 0.32250 -0.52206 1.20213
H 0.72835 0.93253 1.85781

As for the LUMO energy (spin up / spin down): 0.9288 / 0.5972 eV. Its HOMO energy (spin up / spin down) is -3.46 / -7.30 eV. Its spin multiplicity is 2. The gap between HOMO and LUMO (spin up / spin down) is 4.38 / 7.89 eV. The expectation value of S² is 0.756.

***

Sorted by energy, starting with the most stable: P, Q.